Entry 1:
This record from OMol25 describes C45H54BI2N10Rb as an isolated structure at a distorted geometry. The level of theory is the ωB97M-V functional and the def2-TZVPD basis.

Structure (XYZ):
```
113
C45H54BI2N10Rb | OMol25 | the ωB97M-V functional and the def2-TZVPD basis
I -4.89098 0.93715 2.96422
I -3.03731 1.19863 0.85756
Rb 0.00123 -0.25861 0.88664
N -0.95847 -1.36570 -1.63251
N 1.82621 -1.03782 -0.73188
N 0.62800 -1.42557 4.58833
N -1.94268 -1.69264 2.59172
N -0.68880 1.12113 3.57035
N -1.77529 -1.94680 3.90515
N -1.54371 1.48887 -1.17455
N -1.11149 0.42816 4.65171
N 1.20277 -1.33052 3.37354
N 1.29673 1.84593 -0.28227
C -1.02350 2.38228 3.79810
C -2.51542 1.17058 -2.10554
C -5.62247 2.35192 -2.81127
C -2.68836 -2.68021 2.11848
C -0.52828 -2.66024 -1.73886
C 3.15494 3.15855 0.15710
C 2.16788 6.04850 -1.55879
C -2.53594 -2.62388 -2.75952
C -3.30386 5.56405 -1.06636
C 0.71198 -3.12128 -1.33849
C 3.82068 -1.87840 0.06032
C -3.64321 -2.62769 -5.02372
C -4.29209 2.43114 -3.56516
C 1.53196 -1.77838 5.52038
C 0.95904 3.12277 -0.37259
C 2.10556 3.99110 -0.08594
C -2.41308 -3.08057 4.25462
C 2.62972 1.80005 0.01220
C -1.48053 -4.95783 -2.63208
C -2.84477 -0.10234 -2.51085
C -1.39442 2.86416 -1.25414
C 2.48187 -1.63693 3.55134
C -1.54134 -3.47839 -2.41651
C -2.69915 4.89134 -2.30156
C 3.01431 -0.69389 -0.19022
C -3.01483 -3.60422 3.12987
C 3.05975 -2.94020 -0.34235
C 2.68544 -5.01109 1.03690
C 5.45137 3.53952 -0.82013
C -2.12613 -1.30170 -2.25688
C -1.82345 -5.75055 -1.36718
C 5.20220 -1.90925 0.63955
C 6.29755 -1.76413 -0.42032
C -3.78767 -2.92172 -3.52736
C -2.44932 3.43209 -2.09423
C 4.57884 3.52309 0.43861
C -3.11912 2.39027 -2.63735
C 3.36736 -4.39793 -0.19077
C -1.66207 2.53140 5.04329
C 3.38687 0.63723 0.11014
C 2.75740 -1.92406 4.90150
C -0.32249 3.59386 -0.78884
C 1.81023 -2.37647 -0.82996
C -1.70661 1.24748 5.54025
C 2.10085 5.48757 -0.13421
B -0.87020 -1.08671 4.82099
H -4.24469 5.08408 -0.79005
H -0.48337 -5.24209 -2.98157
H 3.69698 -2.19882 5.35223
H -4.22486 1.60043 -4.27317
H -3.37552 -1.58077 -5.17891
H 2.94801 5.87185 0.44217
H -3.61370 -4.49712 3.05604
H -5.72462 3.19220 -2.12113
H 0.87977 -4.18931 -1.45255
H -5.66312 1.44257 -2.20867
H -1.74700 -6.82892 -1.53234
H 6.49280 3.78337 -0.59016
H 1.32142 5.69771 -2.15178
H -3.49369 6.62647 -1.24148
H 3.07510 5.70500 -2.06073
H -2.06579 3.42580 5.48840
H -1.12829 -1.38475 5.97294
H 6.18040 -0.82084 -0.95793
H -3.71069 -0.18991 -3.15944
H 5.30757 -1.11000 1.37954
H 1.23301 -1.89301 6.54999
H -0.41574 4.67121 -0.89175
H -2.84371 -3.23408 -5.45564
H -4.56680 -2.83258 -5.57295
H -1.15818 -5.47804 -0.54597
H -4.61716 -2.33504 -3.12171
H 3.14548 -1.63877 2.69751
H -0.80584 3.12946 3.04804
H 5.42582 2.56636 -1.31436
H -2.39109 -3.42371 5.27669
H 3.05632 -4.94411 -1.08772
H -2.84049 -5.52329 -1.04012
H -2.17032 -5.23892 -3.43357
H 7.29873 -1.78782 0.01971
H 4.45024 -4.53954 -0.11494
H -2.12134 0.85002 6.45248
H 5.34906 -2.84254 1.19219
H 4.61865 4.50532 0.91884
H -6.47698 2.35938 -3.49402
H 3.00496 -4.50409 1.95017
H 5.07686 4.27582 -1.53483
H 5.00233 2.81891 1.16092
H -2.96634 -2.67589 1.07308
H 6.22655 -2.56755 -1.15692
H -4.06745 -3.97021 -3.38762
H 4.40940 0.77542 0.45388
H -4.26102 3.34389 -4.16682
H -3.37207 5.02707 -3.15274
H 1.60241 -4.88924 0.97536
H -1.76296 5.39190 -2.56950
H -2.63648 5.46593 -0.20893
H 1.20321 5.87335 0.35946
H 2.90793 -6.07793 1.13449
H 2.16263 7.14224 -1.56459
```

- Energy relative to the best compared isomer or geometry (same formula, charge and spin): 0.193 eV
- Frontier orbital gap: 0.1942 Ha
- Net charge: -2
- LUMO level: 0.1407 Eh
- 2S+1: 1

***

Entry 2:
This record from OMol25 describes C45H55BrN4O3SW as an isolated structure at a distorted geometry. The level of theory is the ωB97M-V functional and the def2-TZVPD basis.

Structure (XYZ):
```
110
C45H55BrN4O3SW | OMol25 | the ωB97M-V functional and the def2-TZVPD basis
W 0.12682 0.02771 -0.44763
Br -1.72648 -0.51845 4.57910
S -1.00252 2.19977 -0.18852
O 1.34848 -3.99071 0.09034
O 0.57714 -1.92264 -0.12452
O -1.75105 -0.61763 -0.28359
N -3.28518 0.83880 0.62735
N -3.34230 3.09849 0.56805
N 0.97555 0.25371 -2.25857
N 2.03127 0.64029 0.03284
C 2.12649 4.16962 1.99912
C -4.76859 2.91024 2.58729
C 1.59786 -2.44068 -3.17839
C -4.84909 -3.72576 1.99565
C -3.71132 -3.90389 1.21974
C 0.20678 -3.06202 1.94381
C -0.88419 -2.03790 3.81696
C -4.72136 3.01513 1.06905
C 4.10086 0.75941 3.73155
C 0.87896 -1.41685 -4.03996
C 3.14616 1.70682 3.42185
C 0.50676 -0.14198 -3.57613
C 2.31464 0.58115 -2.25488
C 0.78572 -3.01788 0.54458
C -2.76266 4.43993 0.51563
C 0.30400 3.05500 -3.34826
C -0.05281 -0.90451 -6.20975
C 3.66689 -0.35460 1.62026
C 5.38101 -1.41142 0.07031
C 4.04621 -2.85222 1.58854
C -2.81422 -0.35517 0.38379
C 2.45149 1.67073 2.21682
C 0.58750 -1.77629 -5.35324
C -0.20917 -4.32079 3.95380
C 0.29079 -4.24810 2.66152
C -5.34182 -2.44750 2.23045
C -2.63219 1.98476 0.35726
C -0.14814 0.75548 -4.43672
C -0.41647 0.34421 -5.74022
C -2.82635 5.06368 -0.87325
C -0.80205 -3.21199 4.54393
C 1.46867 2.78909 1.91816
C -2.04300 1.97849 -3.39634
C 4.01266 -1.56459 0.75096
C 0.25970 2.71088 2.85367
C -0.38008 -1.95052 2.53359
C 3.03987 -2.66211 -3.64580
C 2.86317 0.80067 -1.04324
C 4.35492 -0.25464 2.82581
C -3.06429 -2.80415 0.68048
C -4.69569 -1.34709 1.69536
C 0.83446 -3.77124 -3.15476
C -0.67597 2.13605 -4.07793
C 2.70050 0.63592 1.30976
C -3.55069 -1.52070 0.92150
H 3.02469 4.21085 1.38016
H -0.41346 3.56133 2.70597
H -1.72965 4.39765 0.85923
H 6.14864 -1.17577 0.81168
H -0.14001 -5.24676 4.50971
H 0.88608 -2.75753 -5.70276
H 3.63408 -1.75087 -3.54912
H 3.93160 -3.72312 0.94553
H 3.07045 -2.98120 -4.69089
H -2.17680 -2.92977 0.07614
H -4.26838 3.75997 3.05638
H -5.05863 -0.34404 1.87539
H -2.41942 6.07509 -0.84211
H -3.32511 5.04793 1.22488
H -1.96925 1.35679 -2.50643
H -5.23657 3.91390 0.72795
H 5.38823 -0.62353 -0.67935
H -6.22885 -2.31118 2.83492
H 2.85008 0.65454 -3.19055
H 3.50564 -3.44048 -3.03646
H 1.64203 -2.07498 -2.15829
H -4.27261 1.99512 2.91316
H 3.25535 -1.67858 -0.02301
H 1.13313 2.66269 0.89294
H -0.31120 1.79359 2.69197
H -5.20498 2.15675 0.61545
H 3.24479 -2.87356 2.32914
H 0.58338 2.71422 3.89656
H -5.80338 2.89101 2.93207
H 1.22424 3.15931 -3.92729
H -3.85515 5.11421 -1.23486
H -5.35359 -4.58623 2.41750
H -2.74107 1.49536 -4.08281
H -2.45988 2.94758 -3.10948
H -0.46395 -1.01610 2.00037
H 4.64426 0.81192 4.66666
H 5.66054 -2.34550 -0.42272
H -0.92191 1.03590 -6.40428
H 2.40606 4.43070 3.02195
H 0.75292 -5.10338 2.18710
H 0.99697 -4.33921 -4.07509
H -3.32654 -4.89898 1.03603
H 0.57283 2.69120 -2.36075
H -0.25957 -1.18831 -7.23440
H -0.23946 -3.60885 -3.04277
H 1.43181 4.93335 1.64068
H -2.23685 4.47674 -1.57736
H -0.87497 2.62339 -5.03477
H -1.19326 -3.25675 5.55106
H 3.88898 1.09982 -0.89942
H 4.99599 -2.94670 2.12153
H 5.09699 -1.00518 3.06746
H 2.94191 2.50841 4.12125
H -0.13820 4.04887 -3.23636
H 1.18343 -4.37365 -2.31671
```

- Energy relative to the best compared isomer or geometry (same formula, charge and spin): 0.000 eV
- Frontier orbital gap (alpha / beta): 0.2392 / 0.2386 Ha
- LUMO level (alpha / beta): -0.0156 / -0.0253 Eh
- 2S+1: 3

***

Entry 3:
This record from OMol25 describes C45H55CeNOPSiTe as an isolated structure at a distorted geometry. The level of theory is the ωB97M-V functional and the def2-TZVPD basis.

Structure (XYZ):
```
106
C45H55CeNOPSiTe | OMol25 | the ωB97M-V functional and the def2-TZVPD basis
Ce -0.74193 -0.10060 0.10721
Te -1.23287 -0.32162 -2.96236
P 0.34135 2.60677 0.05169
Si 0.85322 -2.07982 1.84049
O -3.60765 2.69230 2.44468
N -2.60924 1.26183 1.02473
C -1.04538 -3.42066 -3.64007
C 1.30016 -4.11312 -0.13726
C -4.22701 -0.64328 1.44223
C 4.01628 3.59592 -1.52779
C 4.32642 1.88664 0.14098
C 0.75872 -0.28571 3.87307
C -3.61858 -0.97777 2.77898
C 3.09911 -0.92632 3.34861
C 0.75358 4.49021 3.55748
C -3.64812 -1.63494 0.41419
C -4.69782 1.83757 1.98337
C -0.29868 3.98388 4.31661
C 2.96326 1.98734 0.46678
C -1.31969 4.25704 -3.29415
C -1.06826 4.99834 -0.56320
C -1.19522 2.72022 2.46813
C -2.93252 -4.91223 -3.86390
C 2.83784 -0.44190 -4.80121
C -1.59215 -4.67056 -3.94517
C 1.19498 -0.11931 -6.53142
C -1.97638 5.39313 -2.80710
C 3.09813 -4.03577 1.53745
C 1.66183 -1.48959 3.49044
C -0.52761 3.79182 -0.99393
C 2.87873 -2.11769 -0.12657
C -2.44705 2.22901 1.90829
C 2.51713 -0.15831 -6.13645
C -3.28775 -2.59694 -3.23001
C 2.11091 2.84670 -0.28232
C -1.85312 5.74826 -1.41826
C 0.48177 -0.51622 -4.23950
C -0.02397 3.12819 1.72233
C 1.80564 -0.49007 -3.82180
C -1.91984 -2.37062 -3.30094
C 2.12456 -3.18197 0.72250
C -0.59450 3.47001 -2.37226
C 4.84376 2.69765 -0.86819
C -1.29978 3.12221 3.81428
C 2.64060 3.72230 -1.24465
C 0.93888 4.01365 2.23641
C 1.69626 -2.65243 4.53560
C -3.75799 -3.85590 -3.55212
C -0.35607 -3.37042 2.40273
C -4.05347 0.83442 1.00187
C 0.15670 -0.40264 -5.60107
H 0.03177 -3.17236 -3.48581
H 2.01130 4.46985 -1.79301
H 4.38738 4.20773 -2.32336
H -4.80920 -3.97274 -3.41218
H -4.39279 0.96371 -0.05468
H -4.18115 -1.58058 -0.52986
H -2.50632 -1.15644 2.76020
H 0.92493 0.06935 -7.57470
H -0.69097 -3.23844 3.46528
H 0.01547 2.66639 -2.79167
H -3.65219 -0.09441 3.49936
H -0.92230 -5.49444 -4.23073
H -3.66546 -2.67069 0.78518
H -1.34063 3.91211 -4.31261
H 2.28272 -3.53565 4.19042
H 3.78960 -1.69433 2.97703
H 3.55653 -4.87569 0.90563
H 3.64879 -1.67305 0.48170
H -5.33404 -0.76838 1.51290
H -2.53638 -1.52277 0.23494
H 2.04710 -0.60105 -2.77267
H -2.21629 2.97738 4.44676
H -5.53676 2.44144 1.55788
H -0.85210 -0.58940 -5.98289
H 0.09768 -4.36398 2.27225
H 3.40367 -0.58195 4.36441
H 1.89695 -4.31264 -1.09410
H -3.95754 -1.74766 -3.05627
H -2.46615 6.01363 -3.51425
H -1.29680 -3.41068 1.81931
H 0.66152 -3.02205 4.81655
H 2.27468 -2.38551 5.41387
H 3.26542 -0.07455 -6.85944
H -5.11277 1.29670 2.87208
H 0.33311 -3.79499 -0.52831
H -0.27560 -0.66505 4.04790
H 3.39187 -2.61341 -0.97156
H -0.37888 4.28410 5.41983
H 3.12490 -0.02617 2.70918
H 2.55434 -4.50839 2.40508
H 3.87869 -0.53019 -4.49763
H -0.95384 5.30706 0.47451
H 1.12089 -5.08591 0.28363
H -3.26004 -5.88214 -4.10722
H 1.41974 5.28322 3.94789
H 3.88691 -3.43067 2.04456
H 1.11480 0.22857 4.76870
H -2.24208 6.68120 -1.03019
H 0.71213 0.42535 3.06186
H 2.21754 -1.36647 -0.58335
H -4.11002 -1.91158 3.18041
H 5.91491 2.71542 -1.16033
H 2.54058 1.41827 1.28192
H 1.71547 4.33211 1.57992
H 5.00173 1.23181 0.71616
```

- Frontier orbital gap (alpha / beta): 0.2181 / 0.2195 Ha
- Net charge: +2
- LUMO level (alpha / beta): -0.2266 / -0.2237 Eh
- 2S+1: 2

***

Entry 4:
This record from OMol25 describes C45H55Cl3NO2OsP3 as an isolated structure at a distorted geometry. The level of theory is the ωB97M-V functional and the def2-TZVPD basis.

Structure (XYZ):
```
110
C45H55Cl3NO2OsP3 | OMol25 | the ωB97M-V functional and the def2-TZVPD basis
Os -0.04099 0.09760 -0.79195
Cl 1.04267 0.88472 -6.12640
Cl -1.88167 0.79216 -5.70771
Cl -0.30026 -1.68876 -5.56916
P 1.91534 -1.12677 -0.29034
P -1.89034 2.91858 0.39239
P -2.03433 0.17610 1.63561
O -0.80644 2.26120 -0.41169
O -0.60140 -0.10950 1.20962
N 0.09976 0.17328 -2.69266
C 5.22658 2.19990 -0.21107
C 3.11891 -4.01699 2.32971
C -4.53797 0.21397 0.47264
C 2.53671 -2.38506 -1.52166
C -1.70933 6.46704 2.40766
C -0.30061 0.08974 -5.24773
C -3.73258 -0.92901 -1.93175
C -2.81804 -0.76441 -0.90387
C -3.41258 3.09445 -0.57346
C -5.64609 3.93621 -0.83396
C 5.61726 0.77471 -0.53370
C -3.60202 -2.66396 4.09030
C 3.85810 2.54909 -0.78907
C -0.86430 7.21620 1.59805
C 3.17728 0.23784 -0.01760
C -3.20747 -0.16136 0.29197
C 2.00846 -4.53464 -2.64085
C -2.19787 1.98236 1.96850
C -5.05242 -0.54215 -1.74859
C -5.45513 0.01384 -0.54338
C 3.54700 -2.88688 -3.77911
C 1.83632 -2.02835 1.35905
C -1.84305 -0.52376 4.33116
C -3.38876 2.70791 -1.91130
C -4.50297 2.92484 -2.70191
C -1.48249 4.62567 0.88870
C -2.05048 5.17674 2.03516
C 3.19844 -2.56883 1.83224
C -3.02758 -2.37232 5.31823
C 3.29867 -1.79958 -2.70980
C 0.65090 -3.73111 2.76747
C -3.30680 -1.88624 2.97910
C 1.39303 -3.24766 -2.08238
C -4.53782 3.71866 -0.03552
C -0.29418 6.66289 0.45928
C 1.99581 -4.18621 3.33099
C -5.61473 3.57115 -2.17466
C 3.02400 1.30657 -1.11328
C 0.78033 -3.14370 1.36183
C 3.38119 -4.29989 -3.25716
C 4.64021 -0.20998 0.12936
C -0.09997 0.20036 -3.83747
C -0.63158 5.37299 0.07912
C -2.14385 -1.30838 5.43730
C -2.43227 -0.80962 3.10070
H -1.70074 -1.08314 6.39619
H 4.06926 -4.28676 2.78935
H 6.62534 0.56385 -0.17860
H 2.96754 -4.69480 1.48494
H 4.81193 -1.19179 -0.30954
H 2.08104 -5.29934 -1.86586
H 3.94632 -2.53774 1.04135
H 1.95627 -5.23114 3.65184
H 2.72221 -0.98399 -3.15250
H -4.49691 2.61124 -3.73520
H -6.48359 0.30322 -0.39462
H -2.73628 4.61736 2.65464
H 0.19082 -2.99585 3.43184
H 4.89679 -0.27355 1.18668
H 1.07938 -3.94354 0.68800
H -4.55341 4.04637 0.99313
H -3.75944 -2.11754 2.02663
H 4.17493 -4.52535 -2.53321
H -2.11071 6.88188 3.32185
H 2.84428 0.69581 0.92402
H -2.50559 2.23558 -2.32208
H -1.80298 -1.19522 -1.01604
H 3.55976 -5.01483 -4.06613
H 3.32199 3.20659 -0.10140
H -3.26813 -2.97483 6.18194
H 3.98754 3.11145 -1.71982
H 4.26061 -1.40408 -2.38699
H 5.98694 2.89154 -0.58426
H -1.43345 2.27048 2.69834
H 5.61054 0.63093 -1.61621
H 0.64524 -3.49877 -1.32904
H 1.33586 -4.94946 -3.39634
H -4.28639 -3.49167 3.99661
H -6.51736 4.41995 -0.41981
H 3.20504 -3.04478 -0.95315
H 0.39449 7.23814 -0.13953
H -6.44631 3.82554 -2.81768
H -3.42855 -1.37832 -2.86432
H 3.33698 0.89555 -2.07272
H -0.68618 8.25803 1.83511
H -1.15504 0.30487 4.43020
H -0.18487 -2.74289 1.03936
H 0.88413 -2.68396 -2.87041
H -0.23092 4.94727 -0.82928
H 5.23410 2.34111 0.87482
H 1.96293 1.59999 -1.20658
H -0.04029 -4.57956 2.72517
H 2.23191 -3.63351 4.24655
H 3.56875 -1.94947 2.65003
H 4.54073 -2.76497 -4.20915
H 2.83141 -2.74669 -4.59338
H 1.47517 -1.25532 2.04905
H -3.18229 2.20770 2.37417
H -5.77075 -0.69183 -2.53985
H -4.85864 0.63861 1.41492
```

- Energy relative to the best compared isomer or geometry (same formula, charge and spin): 0.000 eV
- Frontier orbital gap (alpha / beta): 0.1933 / 0.0966 Ha
- Net charge: +4
- LUMO level (alpha / beta): -0.4721 / -0.5683 Eh
- 2S+1: 5

***

Number 1: electronic energy -2939.24245 hartree. Number 2: electronic energy -5231.90574 hartree. Number 3: electronic energy -3251.11374 hartree. Number 4: electronic energy -4446.80502 hartree.